Density functional theory data (the ωB97M-V functional and the def2-TZVPD basis) for 11 unconnected molecules or ions with the total composition C34H94N4O15 in a non-equilibrium geometry.

```
! wB97M-V def2-TZVPD RIJCOSX def2/J DEFGRID3
* xyz 0 1
C -0.66 5.38 -4.77
O -0.42 5.42 -3.38
C -1.22 4.48 -2.71
C -0.72 4.46 -1.24
N -1.07 5.70 -0.56
C -0.90 5.74 0.85
C 0.61 5.91 1.22
O 1.18 7.00 0.58
C 0.65 8.22 0.87
H -1.71 5.63 -5.02
H -0.37 4.50 -5.27
H -0.11 6.15 -5.28
H -1.05 3.48 -3.14
H -2.25 4.75 -2.83
H 0.34 4.19 -1.27
H -1.30 3.64 -0.74
H -0.82 6.57 -1.00
H -1.26 4.82 1.33
H -1.49 6.61 1.15
H 1.06 4.93 0.97
H 0.66 6.10 2.29
H 1.32 8.95 0.41
H 0.48 8.43 1.97
H -0.32 8.44 0.37
C -1.99 -5.45 0.61
O -3.01 -4.77 -0.10
C -2.64 -3.48 -0.53
C -3.88 -2.77 -1.06
N -4.60 -3.50 -2.09
C -3.94 -3.66 -3.32
C -4.79 -4.42 -4.29
O -4.95 -5.85 -3.90
C -3.87 -6.63 -4.27
H -1.83 -5.04 1.60
H -1.04 -5.60 0.10
H -2.36 -6.47 0.74
H -1.89 -3.54 -1.37
H -2.21 -2.85 0.29
H -3.49 -1.79 -1.47
H -4.56 -2.49 -0.28
H -4.92 -4.37 -1.69
H -2.97 -4.13 -3.10
H -3.77 -2.63 -3.70
H -4.27 -4.49 -5.24
H -5.72 -3.90 -4.41
H -2.89 -6.32 -3.82
H -3.74 -6.59 -5.37
H -4.07 -7.66 -3.96
C 5.59 -4.68 2.74
O 4.56 -3.73 2.43
C 5.04 -2.42 2.69
C 3.97 -1.41 2.48
N 4.52 -0.04 2.46
C 5.29 0.22 1.23
C 4.64 -0.08 -0.10
O 4.89 -1.34 -0.59
C 4.45 -1.56 -1.91
H 5.88 -4.71 3.79
H 6.49 -4.52 2.13
H 5.27 -5.68 2.42
H 5.85 -2.30 1.99
H 5.40 -2.33 3.73
H 3.26 -1.53 3.29
H 3.49 -1.68 1.53
H 3.76 0.62 2.43
H 6.30 -0.20 1.19
H 5.47 1.27 1.31
H 4.96 0.72 -0.77
H 3.55 0.07 0.01
H 4.69 -0.76 -2.61
H 3.37 -1.73 -1.98
H 4.87 -2.45 -2.34
C -1.71 2.92 3.86
O -2.54 1.90 4.38
C -1.92 1.11 5.40
C -0.90 0.15 4.80
N -1.54 -0.58 3.75
C -0.69 -1.42 2.91
C -0.22 -2.68 3.64
O 1.03 -2.40 4.28
C 1.64 -3.56 4.78
H -0.65 2.69 3.75
H -1.76 3.91 4.32
H -2.08 3.10 2.85
H -2.73 0.52 5.87
H -1.34 1.72 6.09
H -0.59 -0.54 5.59
H 0.03 0.64 4.48
H -2.14 0.01 3.17
H 0.23 -0.92 2.55
H -1.27 -1.76 2.04
H -0.04 -3.57 2.98
H -1.01 -2.93 4.40
H 2.68 -3.32 5.04
H 1.67 -4.38 4.04
H 1.18 -3.94 5.71
C 0.68 -0.32 -0.14
C 0.58 1.18 -0.23
O 0.28 1.85 0.99
H 1.39 -0.57 0.62
H 0.99 -0.78 -1.08
H -0.24 -0.82 0.16
H -0.12 1.57 -0.99
H 1.58 1.53 -0.52
H -0.66 1.74 1.10
C -4.50 2.34 0.91
C -3.95 0.93 0.91
O -2.54 0.86 0.52
H -5.52 2.25 1.31
H -4.47 2.74 -0.10
H -3.91 3.04 1.50
H -4.51 0.30 0.18
H -4.05 0.47 1.87
H -2.55 1.04 -0.45
C -2.53 0.61 -5.34
C -1.11 0.93 -5.25
O -0.80 1.23 -3.91
H -2.89 0.35 -6.32
H -3.14 1.45 -4.95
H -2.67 -0.28 -4.74
H -0.86 1.81 -5.87
H -0.46 0.10 -5.55
H 0.12 1.12 -3.69
C -0.04 -1.90 -3.34
O 0.96 -2.71 -2.63
H -0.93 -1.68 -2.74
H 0.48 -0.99 -3.59
H -0.38 -2.44 -4.24
H 0.75 -3.62 -2.84
C 2.37 3.03 3.43
O 2.72 2.30 2.29
H 1.91 2.36 4.18
H 3.21 3.54 3.92
H 1.64 3.81 3.19
H 1.92 2.04 1.82
C 2.05 2.77 -2.95
O 1.85 1.33 -3.06
H 1.31 3.22 -3.60
H 1.97 3.14 -1.89
H 3.04 3.05 -3.28
H 2.16 0.93 -2.24
C 1.56 -3.59 0.45
O 1.91 -4.21 1.66
H 1.56 -4.30 -0.41
H 0.56 -3.16 0.56
H 2.26 -2.76 0.31
H 2.85 -4.35 1.68
*
```

Summary:
- LUMO energy: 0.4 eV
- DFT total energy: -73447.0027 eV
- Gap between HOMO and LUMO: 8.65 eV

Results of the Löwdin charge analysis, in e, for atoms 1 through 4: number 1, C, carries -0.119; number 2, O, carries -0.180; number 3, C, carries -0.216; number 4, C, carries -0.175